C34H64BBrFNO23S5 | the ωB97M-V functional and the def2-TZVPD basis

The charge is 0. The value obtained for the HOMO energy is -6.8 eV. The value obtained for the LUMO energy is -2.7 eV.

Structure (XYZ):
```
130
Properties=species:S:1:pos:R:3:forces:R:3:lowdin_charge:R:1
C 9.29220 -0.92881 3.71080 0.0 -1.0 0.3 -0.151
C 8.19503 -1.89389 2.94880 0.3 1.1 0.3 -0.255
C 8.60886 -2.08759 1.38074 -0.1 0.0 0.5 -0.220
C 7.66689 -1.26770 0.33927 0.1 -0.6 -0.7 -0.196
C 6.05405 -1.53407 0.55536 -0.2 0.7 -0.3 -0.181
C 5.19852 -0.11467 0.56187 0.4 -0.4 -0.4 -0.180
C 4.66938 0.26739 -0.95257 -0.2 -0.3 0.3 -0.191
C 3.08329 0.65659 -1.00365 0.1 0.8 -0.2 -0.207
C 2.82400 2.27996 -0.79575 -0.1 -0.7 -1.0 -0.197
C 1.26246 2.61453 -0.42965 -0.2 0.6 -0.8 -0.211
C 1.08732 3.59696 0.85730 0.2 -0.1 0.3 -0.221
C 0.19379 2.97239 2.06265 0.0 0.5 -0.1 -0.221
C -1.31116 2.51883 1.61633 0.7 -0.8 0.7 -0.212
C -1.67332 1.18513 2.50570 0.0 0.9 0.5 -0.176
C -3.29448 1.10097 2.85991 1.6 0.9 0.7 -0.165
C -3.96603 -0.27557 2.36782 1.0 -0.8 1.1 -0.193
C -4.37020 -1.17974 3.66754 0.0 1.1 -1.1 -0.155
C -3.15656 -1.39497 4.74352 2.5 -0.3 6.2 -0.455
O -1.88229 -1.37580 4.45431 -5.4 0.1 -0.6 -0.085
O -3.55756 -1.58304 6.13233 0.6 1.1 -7.3 -0.232
C -5.66094 -0.37739 4.27057 1.3 -2.1 1.3 -0.112
C -6.86693 -0.45607 3.18948 -0.4 2.7 2.7 -0.375
S -7.68636 -2.07717 3.31847 -1.0 -8.3 7.3 0.893
O -8.09195 -2.20726 4.82184 0.9 2.4 -5.6 -0.316
O -6.90602 -3.34811 3.06007 -1.9 4.7 -1.5 -0.273
F -9.24448 -2.24142 2.57293 2.9 1.2 0.3 -0.245
N -6.53581 0.17911 1.82260 -1.0 0.0 1.4 -0.438
Br -6.63151 2.04781 2.33983 0.4 0.8 -0.2 1.096
C -7.76924 0.00122 1.04391 -3.0 1.6 -5.1 -0.190
C -7.74746 0.80911 -0.51284 -3.6 1.1 0.2 -0.083
C -9.31911 1.26642 -1.07593 3.4 2.8 1.2 0.051
O -8.16841 2.30459 -0.52630 -5.1 -15.6 6.2 -0.366
C -5.20039 -0.13624 1.26110 4.2 -1.1 -1.6 -0.279
C -4.53464 0.88141 0.16588 0.9 0.4 -0.8 -0.043
B -5.09695 -1.56571 0.39854 0.9 -1.8 -1.9 -0.422
O -6.09382 -2.61113 0.31058 0.0 2.4 -0.5 0.057
O -3.89705 -1.82087 -0.44879 -3.6 -0.2 1.7 -0.047
C -4.07162 -3.03480 -1.24661 1.6 -1.1 -1.5 -0.081
H 10.19234 -1.63118 3.98159 -1.5 1.6 -0.4 0.074
H 8.85061 -0.49765 4.70537 0.9 -0.8 -1.9 0.073
H 9.67951 -0.06279 3.03665 -0.9 -1.5 1.2 0.069
H 7.16012 -1.36777 3.10302 1.8 -1.2 -0.6 0.102
H 8.16403 -2.92957 3.47049 0.0 1.9 -0.8 0.101
H 8.60577 -3.23995 1.17144 -0.1 2.2 0.1 0.108
H 9.70786 -1.71592 1.27591 -1.9 -0.7 0.0 0.103
H 7.93464 -1.66084 -0.74103 -0.4 0.8 2.1 0.116
H 7.94457 -0.12461 0.32940 -0.8 -2.8 0.3 0.060
H 5.81888 -2.13585 1.52507 0.6 1.1 -1.7 0.101
H 5.65547 -2.14345 -0.35058 0.7 0.8 1.7 0.094
H 4.28618 -0.21028 1.29254 1.7 0.3 -1.4 0.113
H 5.93684 0.72402 0.91289 -1.9 -1.8 -0.4 0.070
H 5.34047 1.14251 -1.33685 -1.4 -1.5 0.4 0.103
H 4.81083 -0.63448 -1.69964 -0.1 1.7 1.6 0.111
H 2.70456 0.38075 -2.06810 0.5 0.5 1.9 0.086
H 2.42920 0.06780 -0.22457 1.5 1.0 -1.4 0.116
H 3.56809 2.74726 -0.03674 -1.3 -0.9 -1.1 0.099
H 3.06277 2.75634 -1.84821 -0.4 -0.8 2.1 0.111
H 0.82987 3.19595 -1.36090 0.7 -1.2 1.8 0.107
H 0.60682 1.63903 -0.34491 1.5 1.8 0.0 0.106
H 0.65177 4.61945 0.49568 0.7 -1.8 0.8 0.106
H 2.14437 3.81787 1.29774 -1.8 -0.3 -0.8 0.100
H 0.07176 3.78145 2.89628 0.3 -1.4 -1.4 0.113
H 0.77117 2.08248 2.56830 -1.1 1.6 -1.2 0.122
H -1.35302 2.26467 0.48429 0.0 0.6 1.9 0.095
H -2.05066 3.38072 1.86477 1.2 -1.5 -0.5 0.103
H -1.06607 1.30529 3.51033 -1.4 -0.5 -2.0 0.120
H -1.27043 0.22912 1.99275 -0.8 1.6 0.9 0.121
H -3.73196 2.09226 2.45364 0.4 -1.9 0.4 0.060
H -3.32199 1.24069 4.03413 -0.3 -0.7 -2.3 0.137
H -3.11449 -0.88873 1.82510 -1.8 1.3 0.8 0.158
H -4.60090 -2.24086 3.26216 -0.2 1.7 0.9 0.152
H -5.91295 -0.92857 5.28336 0.1 1.0 -2.1 0.148
H -5.39393 0.71878 4.61777 -0.7 -2.1 -1.3 0.135
H -7.68808 0.27141 3.64167 1.3 -1.9 -1.1 0.131
H -8.69033 0.54508 1.53498 2.1 -1.3 -0.6 0.146
H -8.07996 -1.04295 0.68035 1.1 1.2 1.4 0.134
H -6.96049 0.39084 -1.37182 -2.3 1.5 2.3 0.176
H -9.20320 1.80501 -2.12041 -1.0 -2.1 1.5 0.115
H -10.05264 1.78139 -0.33829 0.5 -2.3 -1.4 0.118
H -3.37833 0.63018 0.13376 -2.5 0.3 0.2 0.130
H -4.88402 0.72761 -0.92722 0.3 0.2 1.9 0.091
H -4.57263 2.00469 0.40333 -0.3 -1.8 -0.1 0.071
H -6.69435 -2.51519 -0.47903 1.0 -0.3 1.1 0.130
H -4.97198 -2.99420 -1.99575 1.5 0.0 1.7 0.112
H -3.11269 -3.11263 -1.93110 -1.9 0.4 1.4 0.097
H -4.06888 -4.00360 -0.60050 -0.3 1.9 -1.1 0.126
C -4.60548 5.29005 -2.07635 0.2 0.5 -0.5 -0.167
C -5.86378 6.14567 -2.17514 0.2 0.2 0.6 -0.174
O -6.84615 5.29691 -2.76671 0.5 -0.4 -0.9 -0.194
S -6.56698 3.75876 -2.30004 0.6 1.7 0.0 0.731
O -7.43758 3.45417 -1.18025 8.1 11.4 -7.3 -0.283
O -6.49252 2.93395 -3.47521 -0.5 0.4 1.3 -0.217
O -5.05988 3.98221 -1.72622 -0.6 -0.3 -0.1 -0.205
H -4.09588 5.22598 -3.04257 0.0 0.1 0.1 0.135
H -3.90918 5.66540 -1.32322 -0.2 -0.3 0.0 0.139
H -5.71204 7.04038 -2.78182 -0.2 -0.2 -0.1 0.137
H -6.22207 6.43610 -1.18230 0.1 0.0 0.0 0.132
C -0.76778 -3.13777 -4.71064 0.2 -0.5 -0.3 -0.167
C -0.40718 -4.00086 -3.50730 -0.6 0.2 0.1 -0.167
O 0.77294 -3.41154 -2.96637 -2.7 4.0 0.2 -0.280
S 0.72519 -1.80457 -3.21849 -0.2 -0.4 0.6 0.665
O 0.23752 -1.17514 -2.01916 0.6 -0.2 -1.3 -0.237
O 1.94537 -1.41006 -3.86890 -1.1 -0.3 0.8 -0.228
O -0.47465 -1.79802 -4.31861 0.3 0.1 0.6 -0.195
H -0.14265 -3.38456 -5.57433 -0.1 -0.1 0.1 0.134
H -1.82057 -3.23259 -4.98598 0.1 0.2 0.1 0.133
H -0.22702 -5.04196 -3.78086 0.3 0.2 0.1 0.133
H -1.18845 -3.95610 -2.74170 0.0 -0.1 -0.1 0.113
C 5.03462 -6.03947 -4.76813 0.4 -0.5 0.1 -0.173
C 3.99374 -7.14205 -4.61323 -0.1 0.1 -0.6 -0.179
O 3.38113 -6.90040 -3.34825 0.5 0.6 0.4 -0.191
S 3.36695 -5.29653 -3.06428 0.1 0.0 0.1 0.711
O 2.07317 -4.78368 -3.43663 4.3 -3.3 -0.3 -0.241
O 3.96143 -5.05757 -1.77817 -1.0 -0.2 -1.3 -0.208
O 4.43331 -4.86872 -4.21656 -0.8 -0.3 0.4 -0.183
H 5.93602 -6.26411 -4.18972 -0.1 0.0 -0.1 0.134
H 5.30628 -5.87229 -5.81273 -0.2 0.2 0.2 0.136
H 4.43629 -8.13947 -4.64287 -0.1 0.1 0.3 0.136
H 3.21978 -7.06470 -5.38365 0.1 0.0 0.0 0.130
C 7.57464 4.83081 0.00349 0.1 0.5 0.5 -0.171
C 9.09199 4.68801 0.00346 -0.1 0.3 -0.6 -0.174
O 9.34444 3.39992 0.56155 -0.9 -0.5 0.2 -0.187
S 8.12441 2.40016 0.15916 0.1 0.2 -0.2 0.652
O 8.52981 1.63650 -0.99081 -0.6 0.7 1.2 -0.225
O 7.61781 1.79682 1.36094 0.9 0.8 -1.1 -0.250
O 7.07148 3.53863 -0.33323 0.8 -0.6 0.0 -0.196
H 7.20313 5.09216 0.99910 0.1 0.0 -0.1 0.134
H 7.23011 5.57411 -0.71880 0.0 -0.3 0.0 0.137
H 9.58332 5.46570 0.59110 0.0 -0.3 0.1 0.137
H 9.48898 4.69780 -1.01667 -0.1 0.1 0.1 0.133
```
Forces are in eV/Å.



C25H27Cl2NO3PtS2 | the ωB97M-V functional and the def2-TZVPD basis

The charge is 0. The calculation puts the energy above the lowest of the compared OMol25 structures with the same formula, charge and spin at 4.358 eV. The value obtained for the HOMO energy (alpha / beta) is -7.0 / -7.0 eV. The value obtained for the LUMO energy (alpha / beta) is -1.7 / -1.7 eV.

Structure (XYZ):
```
61
Properties=species:S:1:pos:R:3:forces:R:3:lowdin_charge:R:1
Pt 0.19172 -0.39447 -1.74286 1.1 -0.2 -0.2 0.896
Cl -0.71514 0.77398 1.30358 0.0 0.0 -0.1 0.732
C -0.33394 2.43747 1.03428 0.0 0.1 -0.1 -0.652
C 0.82031 2.93078 1.61467 0.0 0.1 0.0 -0.106
C 1.11949 4.27822 1.48145 0.1 0.0 0.0 -0.067
C 0.27246 5.12573 0.79299 0.0 0.0 0.0 -0.105
C -0.87049 4.61612 0.19478 0.1 0.0 0.0 -0.673
Cl -1.91805 5.71604 -0.61763 0.0 0.1 -0.1 0.721
C -1.18005 3.25725 0.26664 0.0 -0.3 0.1 -0.544
S -2.57303 2.58130 -0.57963 0.0 0.1 0.0 0.977
H 1.46017 2.26508 2.17567 0.0 0.0 0.0 0.107
H 2.01540 4.67526 1.93994 0.0 0.0 0.0 0.112
H 0.48714 6.18152 0.71117 0.0 0.0 0.0 0.107
C 4.56068 0.42735 -3.85012 0.0 0.0 0.0 -0.048
C 3.11979 0.70631 -3.53295 0.0 0.0 0.0 -0.278
C 2.11756 -0.05810 -4.05575 -0.1 0.0 0.0 -0.053
C 0.74293 0.19186 -3.75421 0.5 0.2 -0.1 -0.228
C 0.44427 1.35036 -2.97346 -0.9 -0.2 0.1 -0.492
C 1.50442 2.14563 -2.42774 -0.1 -0.2 0.1 -0.061
C 2.79573 1.80658 -2.68955 0.0 -0.1 0.0 -0.032
S -1.16822 2.06152 -3.03791 0.2 0.5 0.1 0.586
O -1.05820 3.48864 -2.93123 -0.1 -0.3 -0.1 -0.301
O -1.92988 1.44480 -4.07386 0.0 0.0 0.1 -0.254
O -1.77618 1.51978 -1.61092 -0.3 0.3 0.1 -0.713
H 4.68297 -0.55934 -4.29428 0.0 0.0 0.0 0.077
H 5.17159 0.47614 -2.94743 0.0 0.0 0.0 0.080
H 4.95496 1.16692 -4.55049 0.0 0.0 0.0 0.085
H 2.35394 -0.88335 -4.71635 0.0 0.0 0.0 0.119
H -0.02332 -0.23002 -4.39218 0.0 -0.1 0.1 0.107
H 1.25666 3.02213 -1.84286 0.0 0.0 0.0 0.113
H 3.59719 2.40303 -2.27108 0.0 0.0 0.0 0.118
C -2.86720 -1.97015 0.16186 0.1 0.1 0.0 -0.068
C -2.47306 -3.28071 -0.52372 -0.1 -0.1 0.0 -0.372
C -2.51612 -3.14143 -2.05064 0.0 0.0 0.0 -0.062
C -1.16654 -3.85272 -0.02223 0.3 0.5 0.2 -0.113
C -1.16046 -5.07831 0.60404 0.1 -0.5 0.0 -0.032
C 0.02121 -5.65884 1.06246 0.0 0.4 -0.2 -0.035
C 1.23843 -4.99761 0.90100 0.0 -0.2 0.4 -0.034
C 1.31856 -3.76607 0.29019 -0.3 0.0 -0.4 -0.114
C 2.66842 -3.09799 0.14865 0.0 0.0 0.0 -0.373
C 2.75912 -1.74847 0.86767 0.0 0.0 0.1 -0.065
C 3.10842 -2.97717 -1.31381 -0.1 0.0 -0.1 -0.062
C 0.09678 -3.16511 -0.20408 0.0 -0.7 0.4 -0.282
N 0.13473 -2.02510 -0.82676 -0.3 0.7 -0.3 -0.073
H -3.86362 -1.66824 -0.16592 0.0 0.0 0.0 0.085
H -2.17826 -1.16666 -0.09218 0.0 0.0 0.0 0.007
H -2.88689 -2.08230 1.24752 0.0 0.0 0.0 0.083
H -3.23159 -4.01910 -0.24403 0.0 0.0 0.0 0.123
H -1.97852 -2.25214 -2.38098 0.0 0.0 0.1 0.044
H -3.55134 -3.05460 -2.38422 0.0 0.0 0.0 0.080
H -2.07224 -4.00905 -2.54126 0.0 0.0 0.0 0.082
H -2.09922 -5.60235 0.73757 0.0 0.0 0.0 0.113
H -0.00634 -6.62549 1.54783 0.0 0.0 0.0 0.108
H 2.14752 -5.45780 1.26950 0.0 0.0 0.0 0.112
H 3.37298 -3.77221 0.64604 0.0 0.0 0.0 0.124
H 2.13672 -0.99574 0.38587 -0.1 0.0 -0.1 0.036
H 3.79249 -1.39531 0.84697 0.0 0.0 0.0 0.078
H 2.45200 -1.83836 1.91121 0.0 0.0 0.0 0.082
H 2.45306 -2.30014 -1.86257 0.0 0.0 0.0 0.039
H 3.09794 -3.94985 -1.80843 0.0 0.0 0.0 0.082
H 4.12511 -2.58074 -1.36216 0.0 0.0 0.0 0.078
```
Forces are in eV/Å.



C3H11NOS | the ωB97M-V functional and the def2-TZVPD basis

The charge is 0. The calculation puts the energy above the lowest of the compared OMol25 structures with the same formula, charge and spin at 2.526 eV. The value obtained for the HOMO energy is -9.3 eV. The value obtained for the LUMO energy is -0.7 eV.

Structure (XYZ):
```
17
Properties=species:S:1:pos:R:3:forces:R:3:lowdin_charge:R:1
C 1.33028 -1.84250 1.89445 0.2 -0.4 0.0 -0.530
S 1.47731 -0.97454 0.31421 -1.5 3.5 2.7 0.660
H 1.68598 -2.85848 1.72098 0.0 0.0 0.1 0.023
H 1.96391 -1.37228 2.64235 0.0 0.0 0.0 0.021
H 0.30843 -1.88577 2.26479 0.0 0.0 -0.2 0.024
C -0.55542 1.07004 -1.24323 -1.0 -0.3 -0.6 -0.333
O -0.27196 -0.04983 -2.07027 0.8 -0.4 0.4 -0.128
C -1.59096 0.75872 -0.15597 -0.2 0.6 -0.1 -0.311
N -1.81755 2.00442 0.59008 0.0 -0.1 0.3 -0.014
H -1.08762 1.75975 -1.90251 0.3 0.2 0.0 0.115
H 0.33722 1.57759 -0.87150 0.1 -0.1 0.1 0.090
H 0.36832 -0.63882 -1.60760 -0.9 0.6 -0.4 -0.031
H -2.52252 0.53116 -0.68027 0.1 -0.2 0.1 0.115
H -1.32981 -0.10275 0.46697 0.1 0.0 -0.1 0.070
H -2.71292 2.01247 1.07183 0.2 -0.1 -0.1 0.064
H -1.10457 2.13053 1.30169 -0.1 0.1 -0.1 0.049
H 0.73531 0.49077 1.10983 1.9 -3.2 -2.1 0.116
```
Forces are in eV/Å.



Which value of charge does entry 1 give? 0